Record 1
{"formula": "C44H80Cl36F7NO6S3", "method": "the ωB97M-V functional and the def2-TZVPD basis", "elements": ["C", "C", "C", "C", "C", "C", "C", "C", "C", "C", "C", "C", "C", "O", "C", "C", "C", "C", "C", "C", "S", "C", "S", "O", "O", "C", "C", "C", "N", "S", "O", "O", "C", "F", "F", "C", "F", "F", "C", "F", "F", "F", "O", "H", "H", "H", "H", "H", "H", "H", "H", "H", "H", "H", "H", "H", "H", "H", "H", "H", "H", "H", "H", "H", "H", "H", "H", "H", "H", "H", "H", "H", "H", "H", "H", "H", "H", "H", "H", "H", "H", "H", "H", "H", "H", "H", "H", "C", "Cl", "Cl", "H", "H", "C", "Cl", "Cl", "H", "H", "C", "Cl", "Cl", "H", "H", "C", "Cl", "Cl", "H", "H", "C", "Cl", "Cl", "H", "H", "C", "Cl", "Cl", "H", "H", "C", "Cl", "Cl", "H", "H", "C", "Cl", "Cl", "H", "H", "C", "Cl", "Cl", "H", "H", "C", "Cl", "Cl", "H", "H", "C", "Cl", "Cl", "H", "H", "C", "Cl", "Cl", "H", "H", "C", "Cl", "Cl", "H", "H", "C", "Cl", "Cl", "H", "H", "C", "Cl", "Cl", "H", "H", "C", "Cl", "Cl", "H", "H", "C", "Cl", "Cl", "H", "H", "C", "Cl", "Cl", "H", "H"], "coordinates": [[-5.571030, 4.513917, 0.814048], [-4.959588, 3.195298, 0.290981], [-3.704891, 3.440881, -0.557150], [-3.353980, 2.299859, -1.528505], [-2.186858, 1.398734, -1.079413], [-2.506908, -0.101147, -1.102747], [-1.267263, -0.995104, -1.347744], [-1.071954, -2.001176, -0.226409], [0.114264, -2.952996, -0.390556], [-0.127331, -3.897335, -1.575836], [-1.432575, -4.707535, -1.589369], [-1.857869, -5.311469, -0.252720], [-3.269371, -5.867584, -0.289734], [-4.187608, -4.786424, -0.149185], [-5.466603, -5.205085, 0.248584], [1.451942, -2.262524, -0.642835], [2.118813, -2.092923, 0.745176], [1.525990, -0.780016, 1.328934], [2.407467, 0.096964, 2.245773], [3.217149, -0.625981, 3.327523], [2.802185, -0.000863, 4.972259], [3.626748, -1.963899, 0.392903], [3.997810, -0.535943, -0.648283], [4.924873, 0.325971, 0.050380], [4.401762, -0.991754, -1.955020], [1.623330, -3.431719, 1.451845], [1.186745, -3.466116, 2.942969], [2.007598, -4.164418, 3.987377], [2.834370, -3.584337, 4.758901], [2.405420, -5.067683, 0.845971], [1.402651, -6.064441, 1.114269], [2.865854, -4.923302, -0.510123], [3.902566, -5.857406, 1.724724], [3.592044, -6.354535, 2.909871], [4.078735, -6.912500, 0.912301], [5.323223, -5.200126, 1.761113], [5.535360, -4.474712, 0.665324], [6.196540, -6.228168, 1.744268], [5.767445, -4.347775, 2.981282], [5.227475, -3.142157, 2.924796], [5.474041, -4.937049, 4.127661], [7.084944, -4.208923, 2.920098], [0.341571, -3.613681, 0.862256], [-5.128296, 5.371069, 0.304375], [-5.394448, 4.606834, 1.887507], [-6.643737, 4.511458, 0.629768], [-5.697237, 2.655313, -0.306985], [-4.676101, 2.571049, 1.142926], [-2.859161, 3.614688, 0.113442], [-3.851133, 4.363762, -1.119601], [-4.239875, 1.674581, -1.670878], [-3.111417, 2.750177, -2.493989], [-1.887336, 1.675662, -0.062245], [-1.334642, 1.582703, -1.738280], [-3.036405, -0.401881, -0.194637], [-3.203725, -0.268863, -1.930855], [-0.410471, -0.318543, -1.406958], [-1.371420, -1.466761, -2.323867], [-1.995198, -2.574671, -0.113513], [-0.967060, -1.426072, 0.698122], [0.704133, -4.594672, -1.691339], [-0.112454, -3.259113, -2.464173], [-2.263510, -4.133022, -2.010043], [-1.276137, -5.547585, -2.274204], [-1.202677, -6.134647, 0.046043], [-1.858364, -4.588797, 0.563262], [-3.480870, -6.405733, -1.221679], [-3.389192, -6.520614, 0.583171], [-6.031845, -5.652115, -0.579157], [-5.420555, -5.932134, 1.068284], [-6.019094, -4.333684, 0.599472], [1.302956, -1.327010, -1.176931], [2.047367, -2.867722, -1.328198], [1.214580, -0.134798, 0.504293], [0.596737, -0.949896, 1.869688], [1.721741, 0.789505, 2.740425], [3.077325, 0.738834, 1.671991], [4.282518, -0.448662, 3.163629], [3.079420, -1.699977, 3.302388], [3.069882, -1.120187, 5.649742], [3.889166, -2.801349, -0.252577], [4.305281, -1.850649, 1.233548], [2.835267, 0.142795, -0.773408], [0.995573, -2.458593, 3.312713], [0.228478, -3.985051, 2.940417], [1.797031, -5.228297, 4.124101], [3.240198, -4.255596, 5.407682], [7.580989, 1.036779, -1.823135], [9.250154, 0.822356, -1.283340], [7.445201, 1.205848, -3.581998], [7.002714, 0.172182, -1.522260], [7.185778, 1.934541, -1.365556], [-4.841801, 5.837096, -3.993888], [-6.040222, 4.812679, -3.189445], [-3.282410, 5.793937, -3.170013], [-4.708525, 5.476373, -5.006457], [-5.201944, 6.859907, -3.987609], [6.661437, 0.151960, -6.924802], [5.221593, 0.384243, -7.928175], [8.113725, 0.813731, -7.683478], [6.504439, 0.655055, -5.980283], [6.806066, -0.910036, -6.771159], [-1.896717, 9.719258, -2.925376], [-0.696429, 9.176917, -1.741482], [-3.523904, 9.203799, -2.469906], [-1.865415, 10.801499, -2.956831], [-1.644231, 9.293442, -3.889275], [-0.161956, 13.843803, -2.572668], [-0.937561, 14.984856, -1.473389], [-1.319017, 13.108457, -3.696673], [0.583278, 14.372335, -3.153638], [0.291960, 13.052893, -1.987302], [-7.417731, 8.238763, -1.018731], [-5.826122, 7.804252, -0.392392], [-7.453853, 8.318473, -2.787026], [-8.129830, 7.490134, -0.692616], [-7.681598, 9.216594, -0.635168], [-0.979069, 6.319863, 0.867568], [-0.524850, 5.070469, -0.300965], [-2.515890, 7.093795, 0.470340], [-1.067081, 5.860319, 1.845512], [-0.206214, 7.075168, 0.870480], [4.760111, -10.033400, -0.548869], [3.965038, -11.390207, 0.268184], [5.858482, -10.583016, -1.816219], [4.001140, -9.402539, -0.995838], [5.330270, -9.481429, 0.188146], [-0.896964, 0.501139, 4.488299], [-1.108174, -1.074827, 3.700283], [-1.968617, 1.724424, 3.797416], [-1.104375, 0.390622, 5.545396], [0.127294, 0.820318, 4.334930], [-0.244765, 10.162404, 1.800458], [1.362017, 10.640971, 1.241448], [-0.188048, 8.782531, 2.907264], [-0.694067, 10.997534, 2.323203], [-0.839458, 9.881074, 0.938542], [-8.770026, 3.651948, 3.432498], [-7.203924, 3.197988, 4.112263], [-8.753059, 3.689829, 1.663990], [-9.503951, 2.920966, 3.748985], [-9.029146, 4.640067, 3.791786], [0.498546, 0.882476, -4.706004], [1.599746, 0.306161, -3.435580], [-1.160781, 0.345821, -4.419369], [0.511028, 1.965994, -4.703037], [0.842008, 0.497582, -5.659356], [-6.866250, -1.284915, 2.322651], [-5.234736, -0.606039, 2.296635], [-8.110487, -0.060178, 2.048981], [-6.943629, -2.023516, 1.535365], [-7.034225, -1.734150, 3.293727], [-0.245401, 1.034503, -9.099427], [-1.523564, 0.001924, -8.457208], [1.209208, 1.001484, -8.088608], [0.023156, 0.682844, -10.087674], [-0.609170, 2.053748, -9.135869], [8.994306, -3.291457, 0.247978], [10.600987, -2.564190, 0.332113], [7.719364, -2.087950, 0.015673], [8.969775, -3.977851, -0.589581], [8.803588, -3.812084, 1.178103], [2.311009, 3.722696, 2.207092], [3.321227, 3.174904, 3.549702], [0.625726, 3.213254, 2.394537], [2.340172, 4.805045, 2.171597], [2.698893, 3.299936, 1.287476], [-0.414942, -5.194734, 6.586769], [-1.499743, -5.274779, 5.192415], [-0.043540, -3.530245, 7.043354], [-0.888309, -5.687975, 7.426588], [0.511396, -5.691911, 6.323655], [0.368240, -10.744340, 0.691483], [-0.556715, -12.123536, 1.297581], [-0.523784, -9.795887, -0.502476], [0.613568, -10.098940, 1.526271], [1.268215, -11.106386, 0.213988]], "forces_ev_per_a": [[0.25, -0.46, -0.13], [0.31, 0.34, 0.04], [-0.19, -0.13, 0.00], [0.07, 0.12, 0.35], [-0.13, -0.03, 0.16], [-0.01, -0.06, -0.66], [-0.30, 0.42, 0.28], [-0.12, 0.14, 0.31], [0.43, 0.46, -1.08], [-0.41, -0.50, 0.12], [0.04, -0.11, 0.08], [-0.31, -0.26, -0.03], [-0.06, 0.39, 0.33], [0.13, 0.02, 0.06], [-0.22, -0.02, -0.11], [-0.36, -0.11, -0.30], [0.47, 0.28, -1.33], [0.25, 0.20, 0.96], [-0.20, 0.00, 0.13], [0.50, 0.14, -0.38], [-0.17, 0.03, 0.22], [-0.49, 0.02, 0.31], [1.27, 0.09, -0.32], [-0.34, -0.07, 0.18], [-0.50, -0.09, 0.18], [-1.82, 0.98, -0.14], [0.70, -0.10, 0.52], [0.45, -0.29, 0.47], [-0.23, 0.06, -0.48], [-0.55, -0.55, -0.41], [0.38, 0.24, 0.41], [0.20, 0.31, 0.37], [0.61, 0.07, -0.51], [-0.29, 0.15, 0.71], [-0.22, -0.31, -0.49], [0.26, -0.18, 0.40], [-0.18, 0.25, -0.37], [0.10, -0.24, 0.08], [-0.03, -0.10, -0.36], [-0.38, 0.28, 0.16], [-0.20, -0.07, 0.32], [0.38, 0.10, -0.03], [0.15, -0.46, 0.06], [-0.06, -0.14, 0.11], [-0.14, 0.20, -0.04], [0.20, 0.26, 0.12], [0.01, -0.07, 0.06], [-0.26, -0.25, -0.10], [-0.01, 0.12, -0.06], [0.01, -0.10, 0.08], [-0.04, 0.08, -0.11], [-0.04, -0.17, -0.08], [0.14, 0.04, -0.06], [0.08, -0.01, 0.11], [0.02, 0.05, 0.02], [-0.06, -0.05, 0.11], [0.08, -0.18, -0.09], [0.15, -0.16, 0.07], [0.07, -0.11, 0.02], [0.01, -0.16, 0.03], [0.12, 0.14, 0.22], [0.10, -0.03, 0.00], [0.05, 0.14, 0.15], [-0.08, 0.10, -0.11], [0.21, 0.17, -0.08], [0.17, 0.02, -0.04], [0.02, -0.20, 0.09], [-0.12, -0.25, -0.21], [0.06, -0.05, 0.01], [0.05, 0.01, -0.01], [0.06, 0.06, -0.04], [0.05, 0.13, 0.22], [0.07, -0.14, 0.28], [0.00, -0.14, -0.07], [0.13, -0.38, -0.10], [0.04, -0.04, -0.15], [0.04, -0.14, -0.09], [-0.04, -0.02, -0.01], [-0.13, -0.07, 0.19], [0.00, -0.16, 0.01], [0.28, 0.00, 0.19], [0.01, -0.06, 0.04], [-0.12, -0.08, 0.04], [0.16, 0.04, -0.33], [0.03, 0.03, -0.12], [-0.05, -0.07, -0.23], [-0.01, 0.01, 0.09], [-0.08, -0.05, 0.15], [-0.01, 0.08, -0.11], [0.10, 0.04, 0.03], [0.03, -0.01, -0.04], [0.01, 0.02, -0.02], [-0.03, 0.04, -0.01], [-0.02, 0.00, -0.01], [0.17, 0.03, -0.16], [0.00, -0.05, 0.01], [-0.02, 0.00, 0.08], [0.00, -0.02, 0.03], [-0.04, -0.01, 0.01], [0.01, 0.00, 0.02], [-0.04, 0.04, -0.04], [0.00, -0.01, -0.05], [-0.13, 0.00, 0.04], [0.24, 0.04, -0.07], [-0.01, 0.18, -0.07], [-0.06, -0.14, 0.04], [0.00, -0.08, 0.03], [0.06, -0.04, 0.05], [0.01, 0.00, 0.01], [0.04, 0.17, -0.07], [-0.03, 0.03, -0.03], [-0.04, -0.02, 0.01], [-0.04, 0.02, 0.09], [-0.07, 0.13, -0.07], [0.00, 0.02, -0.01], [0.02, -0.05, -0.06], [0.02, 0.02, -0.02], [0.01, -0.09, -0.02], [0.04, 0.10, -0.17], [-0.04, -0.04, 0.04], [-0.01, -0.05, -0.02], [0.02, 0.01, -0.07], [0.02, 0.08, 0.00], [0.03, 0.02, 0.02], [0.00, 0.03, -0.01], [-0.04, -0.05, -0.02], [0.03, -0.04, 0.02], [0.11, 0.11, -0.10], [-0.27, 0.09, 0.22], [-0.17, -0.06, 0.06], [-0.11, -0.03, -0.02], [0.01, -0.03, 0.01], [-0.15, 0.02, -0.05], [-0.01, -0.01, -0.02], [0.06, 0.12, 0.17], [0.05, 0.01, 0.04], [0.01, -0.03, -0.01], [-0.03, -0.03, 0.03], [0.01, 0.01, 0.00], [-0.32, -0.11, 0.11], [0.02, -0.04, -0.02], [0.04, 0.02, -0.01], [-0.04, 0.02, 0.12], [0.11, 0.02, -0.14], [0.01, 0.08, -0.23], [0.01, 0.00, 0.05], [-0.08, -0.08, 0.20], [0.04, -0.03, 0.02], [0.01, 0.00, 0.01], [-0.03, 0.04, -0.02], [0.02, 0.00, -0.05], [0.00, 0.03, 0.02], [-0.02, 0.01, -0.03], [-0.01, 0.00, 0.00], [0.09, 0.05, -0.21], [0.02, -0.04, 0.01], [0.00, 0.01, 0.04], [-0.01, -0.08, -0.02], [0.00, 0.00, 0.00], [-0.11, -0.03, 0.08], [0.01, 0.04, -0.04], [0.01, 0.04, 0.02], [0.03, 0.05, -0.07], [0.01, 0.07, -0.02], [0.03, 0.03, 0.09], [-0.02, 0.01, 0.03], [0.00, -0.05, 0.01], [0.04, -0.01, -0.01], [0.02, -0.02, -0.03], [0.01, 0.03, 0.02], [-0.06, 0.03, -0.01], [0.01, 0.01, -0.02], [0.09, 0.08, 0.00], [0.01, 0.01, -0.01], [-0.08, 0.05, -0.02], [-0.06, 0.01, 0.02], [-0.02, -0.10, 0.01]], "mulliken_charge": [-0.070, -0.451, 1.115, -1.067, 0.257, -1.375, 0.538, -0.794, 0.899, -1.860, -1.331, 0.588, -1.191, -0.126, -0.487, -0.233, 1.839, 0.549, -0.240, 0.894, -0.218, -1.441, 1.339, -0.601, -0.637, 1.259, 0.104, -1.703, -0.126, 1.379, -0.782, -0.668, 0.295, -0.227, -0.255, 0.763, -0.179, -0.320, 0.331, -0.102, -0.242, -0.283, -0.315, -0.378, 0.210, -0.066, 0.398, 0.025, -0.157, -0.509, 0.525, 0.202, 0.140, 0.159, 0.161, 0.509, -0.273, 0.310, 0.909, -0.457, 0.755, 0.470, 0.316, 0.595, 0.295, -0.090, 0.362, 0.519, 0.298, 0.328, -0.110, -0.937, 0.527, 0.232, -1.339, -0.108, -0.037, 0.382, -1.279, 0.131, 0.991, 0.147, -0.160, -0.322, 0.360, 0.727, 0.327, 0.499, -0.163, -0.174, -0.462, 0.262, -0.308, -0.131, -0.069, 0.377, 0.156, 0.086, -0.148, -0.160, -0.064, 0.292, 0.099, -0.125, -0.085, -0.214, 0.334, -0.132, -0.146, -0.172, 0.281, 0.163, -0.426, -0.005, -0.158, 0.244, 0.330, -0.705, -0.136, 0.074, 0.382, 0.364, 0.064, -0.170, -0.171, 0.178, 0.109, 0.013, -0.004, -0.101, 0.445, -0.321, 0.064, -0.158, -0.150, 0.323, -0.067, -0.389, -0.124, -0.130, 0.289, 0.356, -0.172, -0.071, -0.128, 0.386, 0.008, -0.155, -0.043, -0.149, 0.012, 0.312, -0.296, -0.141, -0.107, 0.289, 0.282, -0.279, -0.163, -0.002, 0.322, 0.134, -0.335, -0.127, -0.085, 0.372, 0.201, -0.201, -0.127, -0.133, 0.377, 0.105, 0.123, -0.176, -0.149, 0.191, 0.002], "total_energy_ev": -563033.567, "total_charge": 0, "homo_lumo_gap_ev": 9.214, "lumo_energy_ev": 0.2}

---

Record 2
{"formula": "C5H13Br3N4O8", "method": "the ωB97M-V functional and the def2-TZVPD basis", "elements": ["C", "N", "O", "O", "H", "H", "H", "C", "N", "O", "O", "H", "H", "H", "C", "N", "O", "O", "H", "H", "H", "C", "N", "O", "O", "H", "H", "H", "C", "Br", "Br", "Br", "H"], "coordinates": [[-3.388383, 2.020604, -0.204363], [-2.571554, 0.987907, 0.487398], [-1.368810, 1.079983, 0.346175], [-3.123293, 0.098377, 1.075921], [-3.421248, 1.670164, -1.261243], [-2.828201, 2.960709, -0.130856], [-4.352962, 2.023746, 0.248117], [-2.770482, -2.549622, 3.219350], [-1.579189, -2.625739, 4.035896], [-0.633818, -3.253619, 3.633458], [-1.571272, -1.984794, 5.082857], [-2.637818, -1.676551, 2.531434], [-3.641424, -2.347110, 3.810077], [-2.853125, -3.503326, 2.698951], [3.068265, -0.207379, 1.582587], [2.085639, 0.305439, 2.495986], [1.437213, 1.239876, 2.101991], [1.959876, -0.215354, 3.606418], [3.845241, -0.746921, 2.121154], [3.464401, 0.582807, 0.952162], [2.536595, -0.868810, 0.928452], [2.061412, 1.743384, -5.099021], [3.256129, 1.754602, -4.191611], [3.437068, 2.717598, -3.404470], [3.958230, 0.786447, -4.225084], [1.133638, 1.643455, -4.505766], [2.284391, 0.924509, -5.776334], [2.007270, 2.731906, -5.603503], [0.063512, -0.933320, -1.230683], [-1.051330, -0.440796, -2.749444], [1.719027, -1.588555, -1.867015], [-0.726619, -2.274383, -0.126000], [0.201622, -0.055230, -0.582988]], "forces_ev_per_a": [[0.86, -0.19, -0.87], [0.64, 0.33, -0.52], [0.09, 0.16, 0.14], [-0.62, -0.41, 0.44], [-0.09, 0.38, 0.73], [-0.38, -0.31, -0.04], [-0.61, 0.15, 0.20], [-0.49, 0.43, -1.54], [0.68, 1.12, 1.84], [0.28, -0.55, -0.53], [-0.25, -0.35, -0.51], [0.03, -0.93, 0.36], [-0.19, -0.01, 0.54], [-0.04, 0.29, -0.19], [1.28, -0.67, -0.66], [-0.43, 0.02, 2.18], [-0.70, 0.63, -0.26], [0.25, 0.32, -1.23], [-0.17, 0.08, -0.02], [-0.03, 0.20, 0.28], [-0.23, -0.61, -0.31], [0.01, 1.09, -0.07], [-0.29, 2.07, 2.06], [-0.70, -1.60, -1.81], [0.58, -0.69, -0.18], [0.70, -0.28, -0.17], [-0.51, 0.08, -0.05], [0.20, -0.73, 0.27], [-0.24, 0.37, 0.29], [-0.03, 0.06, 0.35], [0.80, 0.05, -0.29], [-0.38, -0.14, 0.19], [-0.02, -0.38, -0.61]], "mulliken_charge": [-0.708, 0.852, -0.463, -0.557, 0.247, 0.276, 0.308, -0.396, 0.915, -0.518, -0.540, 0.025, 0.289, 0.264, -0.634, 0.925, -0.520, -0.526, 0.305, 0.320, 0.134, -0.596, 0.854, -0.523, -0.494, 0.192, 0.301, 0.275, -0.231, -0.099, -0.036, 0.048, 0.313], "total_energy_ev": -237851.708, "total_charge": 0, "homo_lumo_gap_ev": 10.235, "lumo_energy_ev": -0.1}

---

So what do the calculations give for highest occupied orbital energy? Going down the list: -0.3329, -0.3815 Ha.
So what do the calculations give for energy above the lowest of the compared OMol25 structures with the same formula, charge and spin? Going down the list: 0.000, 0.000 eV.